{"formula": "C21H23Cl3N2O3S", "method": "the ωB97M-V functional and the def2-TZVPD basis", "elements": ["C", "C", "C", "C", "C", "C", "C", "C", "C", "C", "O", "O", "C", "C", "N", "S", "N", "C", "O", "C", "C", "C", "C", "C", "C", "C", "H", "H", "H", "H", "H", "H", "H", "H", "H", "H", "H", "H", "H", "H", "H", "H", "H", "H", "H", "H", "H", "H", "C", "Cl", "Cl", "Cl", "H"], "positions_angstrom": [[1.78327, 2.19593, 2.40986], [2.49265, 1.49042, 1.24266], [2.47014, 2.33627, -0.03569], [1.20082, 2.30433, -0.85332], [0.03963, 1.68926, -0.51257], [-1.13900, 1.64418, -1.33626], [-2.33923, 0.85298, -0.87627], [-2.66320, 0.92811, 0.61710], [-3.65401, -0.18998, 0.96699], [-4.16822, -0.07449, 2.37959], [-3.67190, 0.64448, 3.20953], [-5.23741, -0.84529, 2.63801], [-1.13158, 2.28144, -2.54068], [0.05500, 2.94468, -2.95245], [0.21253, 3.58435, -4.12001], [1.73296, 4.13135, -4.11783], [2.24892, 3.60411, -2.68744], [1.21991, 2.95524, -2.13113], [2.00016, 0.19952, 0.94158], [1.78183, -0.63456, 2.05215], [1.36483, -2.00666, 1.54786], [0.66761, -2.85542, 2.40194], [0.25233, -4.09499, 1.93002], [0.50811, -4.48366, 0.62684], [1.21059, -3.63032, -0.21667], [1.64115, -2.38845, 0.24348], [2.06834, 1.79095, 3.37932], [2.09738, 3.24096, 2.40246], [0.69773, 2.20436, 2.30905], [3.55018, 1.39562, 1.53201], [2.69994, 3.37107, 0.22081], [3.28784, 2.00265, -0.68027], [0.01075, 1.16226, 0.42651], [-2.12586, -0.19932, -1.11078], [-3.21456, 1.10827, -1.47474], [-3.14830, 1.86951, 0.87112], [-1.78625, 0.77616, 1.23923], [-3.21808, -1.18144, 0.82450], [-4.52582, -0.15202, 0.30454], [-5.38583, -0.82568, 3.59370], [-2.01401, 2.24831, -3.16639], [2.68019, -0.69879, 2.67963], [0.95951, -0.27067, 2.68004], [0.44964, -2.54935, 3.41706], [-0.30113, -4.74236, 2.60032], [0.17140, -5.43261, 0.23100], [1.41217, -3.89605, -1.24236], [2.16068, -1.72195, -0.42679], [0.92215, -2.32488, -4.35322], [1.05073, -3.73610, -5.40356], [-0.61069, -2.32807, -3.48004], [2.27936, -2.25482, -3.22759], [0.95467, -1.43885, -4.97291]], "homo_lumo_gap_ev": 8.388, "e_tot_ha": -2928.0357, "e_homo_ev": -8.7, "e_above_lowest_kj_mol": 0.0, "charge": 0, "lumo_ev": -0.30}